# 1
C7H10 | the ωB97M-V functional and the def2-TZVPD basis

Atoms and positions in Å:
C (0.30167, -0.35510, -1.86533)
C (0.45962, 1.13998, 0.31177)
H (-0.94746, 1.85162, 1.90075)
H (1.25951, 1.76432, 0.70776)
H (-0.00453, -2.17561, 1.09855)
C (0.03726, -0.02647, 1.17106)
H (1.28728, -1.66589, -0.89493)
H (1.37745, 1.39281, -1.63611)
H (-0.21852, -2.38163, -1.42004)
C (-0.35981, -1.33119, 0.49871)
C (0.46146, 0.96913, -1.20098)
C (0.18588, -1.48680, -0.93095)
H (-1.75195, 1.07594, 0.45311)
H (-1.45201, -1.41898, 0.45953)
H (0.56221, -0.13907, 2.11581)
H (-0.32277, 1.57765, -1.68073)
C (-0.84600, 1.18378, 1.04963)

Atomic forces in eV per Å
C 0.1 0.0 0.4
C 0.1 0.0 -0.1
H 0.0 -0.1 -0.1
H -0.2 -0.1 -0.1
H -0.1 0.1 -0.1
C 0.0 -0.1 0.1
H 0.0 0.0 0.0
H -0.1 0.0 0.0
H 0.1 0.1 0.1
C 0.0 0.1 0.0
C 0.0 -0.1 0.0
C -0.1 0.0 -0.1
H 0.2 0.0 0.1
H 0.1 0.0 0.0
H -0.1 0.0 -0.1
H 0.1 0.0 0.0
C -0.1 0.1 0.1

Output
HOMO-LUMO gap = 8.52 eV
HOMO = -7.949 eV
ΔE to the lowest compared entry with this formula, charge and spin = 94.4 kcal/mol
DFT total energy = -7416.942 eV

These are the natural (NBO) partial charges, in e, on atoms 1 to 6:
1 C 0.17
2 C -0.25
3 H 0.22
4 H 0.22
5 H 0.22
6 C -0.23


# 2
C2H7N3 | the ωB97M-V functional and the def2-TZVPD basis

Atoms and positions in Å:
H (-2.24158, 0.77477, 0.11224)
N (1.12652, -1.08043, -0.04818)
H (1.41524, 1.24905, -0.29905)
C (0.40100, 1.29992, -0.01011)
N (-2.19701, -0.31165, -0.09222)
C (-1.04750, -0.82204, 0.10911)
N (0.07895, -0.18098, -0.00069)
H (1.40023, -1.36528, 1.00531)
H (-0.66013, -1.84311, -0.14177)
H (1.85732, -1.09364, -0.85047)
H (-0.35796, 1.56564, -0.78498)
H (0.22492, 1.80775, 1.00080)

Atomic forces in eV per Å
H 0.4 -2.7 -0.7
N 3.1 -1.5 2.5
H 0.9 0.9 -0.5
C -3.1 -2.2 0.8
N -1.6 1.9 1.9
C -2.0 -0.4 -3.1
N 4.7 2.3 0.7
H 0.2 0.9 -3.7
H -2.1 -0.1 0.8
H -1.9 0.5 2.3
H 1.0 1.1 0.5
H 0.3 -0.7 -1.5

Output
HOMO-LUMO gap = 9.05 eV
HOMO = -8.346 eV
ΔE to the lowest compared entry with this formula, charge and spin = 82.3 kcal/mol
SMILES string = [H]/N=C\N(C)N
DFT total energy = -6654.387 eV

These are the natural (NBO) partial charges, in e, on atoms 1 to 6:
1 H 0.32
2 N -0.73
3 H 0.22
4 C -0.44
5 N -0.74
6 C 0.25


# 3
C36H36 | the ωB97M-V functional and the def2-TZVPD basis

Atoms and positions in Å:
H (-2.32383, -1.47790, -1.62028)
C (-4.38661, -2.35860, 0.86966)
C (2.47740, 0.78031, 0.19647)
H (5.75711, -4.40663, 3.90008)
H (2.43904, 2.83130, 0.83412)
H (-6.51687, -2.63948, 0.80084)
C (2.80150, -2.08192, 2.89532)
H (3.32427, -5.25622, 4.11659)
C (-2.64714, 1.84930, 1.92336)
C (-1.40842, 1.18743, -0.04770)
C (-3.27484, -1.96644, 0.14291)
H (1.25766, 2.20420, -3.19432)
H (-2.60843, 2.06801, 2.94880)
C (-5.61689, -2.29020, -1.20002)
C (3.53645, -4.20554, 3.74070)
H (-0.30217, -2.93624, -0.39529)
H (-4.73369, 2.13431, 1.76340)
C (-1.13703, 5.06524, -0.19522)
H (-2.34688, -1.91194, 0.73540)
C (-5.63201, -2.36030, 0.18796)
H (-4.45118, -1.85219, -3.01706)
H (0.73329, 7.38628, -1.78992)
H (1.90615, -0.27859, -2.98299)
C (1.37743, -4.19636, -0.99814)
C (-1.43884, 1.45908, 1.31939)
C (0.91754, -2.98512, -3.48361)
H (2.69320, -1.07509, -0.84058)
H (-1.01355, 5.79757, -2.23321)
C (4.88075, -3.89186, 3.49861)
C (4.09189, -1.75717, 2.62934)
C (2.25139, -4.49107, -1.98877)
C (-3.83856, 1.80486, 1.30150)
C (-3.25588, -1.84593, -1.20865)
C (0.99797, 6.80895, 0.19235)
H (-6.53434, -2.39176, -1.84385)
C (-0.70805, 5.90408, -1.20046)
C (2.01341, 0.42272, -2.15879)
C (2.41039, -0.03757, -0.92610)
H (1.00679, 5.99190, 2.20146)
H (2.66424, -4.19479, -4.05733)
C (1.64491, 1.77126, -2.24602)
C (-4.43195, -2.05028, -1.92850)
H (0.70897, -2.65457, -4.50756)
C (1.83093, 2.67857, -1.21914)
H (2.83479, 0.46955, 1.15735)
H (1.80942, 7.57196, 0.41297)
H (6.13006, -2.34563, 2.79913)
H (-4.33831, -2.50586, 1.93880)
H (1.50253, -4.73339, -0.07663)
H (-0.60667, 1.19939, 1.93262)
C (0.30251, -3.31863, -1.19432)
H (-0.70185, -2.04513, -2.57858)
C (1.97595, -3.90694, -3.29384)
H (-4.82777, 1.65321, -0.67826)
H (-1.92798, 4.30946, -0.45333)
H (1.93700, -1.50092, 2.62163)
H (1.54069, -3.70682, 3.57573)
C (-0.48233, 5.10912, 1.06436)
H (1.58404, 3.72316, -1.40401)
C (2.28713, 2.15549, 0.00758)
C (0.11213, -2.69295, -2.40416)
H (3.11373, -5.21291, -1.90332)
C (5.13077, -2.64071, 2.93282)
H (-2.58466, 0.99804, -1.83156)
C (0.61924, 5.94225, 1.20977)
C (-2.64534, 1.32059, -0.74386)
H (-0.80907, 4.44982, 1.88866)
H (-0.50442, 0.77197, -0.53419)
C (2.51245, -3.32460, 3.38779)
H (4.40147, -0.73587, 2.39024)
C (-3.82837, 1.66360, -0.12589)
C (0.34735, 6.78117, -1.01225)

Atomic forces in eV per Å
H -0.3 -0.3 -0.5
C -1.4 1.1 -1.2
C 0.4 1.6 -1.1
H -0.6 -0.5 -0.4
H 0.0 0.1 0.2
H 0.4 0.5 -0.9
C -1.5 -0.3 -0.6
H 0.0 1.6 -0.3
C 1.6 -0.9 0.4
C -1.0 -0.1 0.6
C 1.1 -1.2 2.6
H 0.3 -0.6 0.6
H 0.0 0.2 1.4
C -0.7 0.2 -1.7
C 0.6 -1.9 0.0
H -0.3 -0.5 0.6
H -0.7 -0.1 0.6
C -0.4 -1.0 0.5
H -0.3 0.3 -0.6
C 0.7 -1.5 1.0
H -0.1 -0.5 0.8
H 0.0 0.6 -0.8
H 0.1 0.3 0.1
C -0.8 -0.1 1.1
C -0.7 -0.4 -1.2
C 1.6 -1.9 -0.7
H -0.1 -0.3 0.1
H -0.7 -0.1 0.1
C -0.3 1.4 0.3
C 2.0 1.0 0.4
C 0.5 0.2 -3.4
C -0.2 1.2 -3.2
C -0.3 0.5 -1.0
C 1.4 1.1 1.2
H 0.8 0.1 1.1
C 0.6 -0.2 -0.8
C -0.7 0.8 0.2
C 0.3 -1.0 0.6
H 0.8 0.1 0.4
H 0.1 0.1 -0.7
C -0.1 0.5 -1.7
C -0.1 0.7 0.3
H 0.1 0.2 0.6
C 0.2 -1.0 0.6
H 0.0 -0.5 0.2
H -1.0 -1.2 -0.5
H 1.1 0.5 -0.2
H 0.0 0.0 0.0
H -0.1 0.2 0.6
H 0.7 0.4 0.3
C 0.7 0.7 0.1
H -0.7 0.7 0.1
C 0.0 0.1 2.1
H 1.7 0.1 0.7
H 0.8 0.8 0.7
H 0.1 0.7 0.0
H -1.0 0.2 -0.1
C -0.5 -0.6 -1.0
H 0.2 -0.2 0.4
C -0.6 0.3 -0.2
C 0.3 -0.6 -0.4
H -1.2 0.9 0.1
C -1.2 -0.5 0.4
H -0.5 0.8 1.3
C -1.3 0.1 0.3
C 1.4 -0.8 -1.7
H 0.2 0.5 -0.6
H -0.7 0.5 0.3
C 1.2 -1.8 0.8
H -0.4 -0.3 -0.4
C -1.4 -0.9 0.6
C 0.2 -0.3 0.6

Output
HOMO-LUMO gap = 9.72 eV
HOMO = -9.055 eV
ΔE to the lowest compared entry with this formula, charge and spin = 43.5 kcal/mol
SMILES string = c1ccccc1.c1ccccc1.c1ccccc1.c1ccccc1.c1ccccc1.c1ccccc1
DFT total energy = -37913.744 eV

These are the Löwdin partial charges, in e, on atoms 1 to 6:
1 H 0.07
2 C -0.08
3 C -0.09
4 H 0.10
5 H 0.09
6 H 0.11


# 4
C5H14N2 | the ωB97M-V functional and the def2-TZVPD basis

Atoms and positions in Å:
H (-2.15283, -1.52978, 1.62083)
C (-1.54025, -0.02548, 0.21052)
H (0.77122, -0.62898, 0.85810)
C (-2.24771, -1.30756, 0.55705)
C (-0.90777, 0.13982, -1.01665)
H (-1.59402, 1.98051, 0.65234)
H (0.57086, -0.03567, -0.76763)
H (-1.83625, -2.14361, -0.00490)
H (-2.32020, 0.92151, 1.86757)
H (-0.93687, 1.12550, -1.46890)
H (0.08198, -0.46998, 1.32061)
H (3.38871, -1.21847, -1.07225)
N (-1.95347, 1.08421, 0.94231)
C (1.86281, -0.19273, -0.53340)
H (-3.31238, -1.22247, 0.31625)
H (2.17674, 1.89740, -0.85637)
H (-1.06355, -0.62702, -1.76420)
H (2.40917, 1.38626, 0.80361)
H (3.65844, 1.01451, -0.41322)
N (2.36400, -1.24472, -1.01712)
C (2.58135, 1.09674, -0.23454)

Atomic forces in eV per Å
H -0.1 -0.1 0.1
C -1.1 0.9 -1.9
H -1.8 0.3 1.6
C 0.4 0.0 0.3
C -2.1 0.0 0.6
H -0.1 -0.1 0.5
H 2.6 -0.5 0.9
H 0.1 0.0 0.0
H 0.3 0.4 -0.1
H 0.4 0.2 0.2
H 1.9 -0.6 -0.8
H 0.0 0.1 0.1
N 0.4 -0.9 -0.4
C -1.6 1.0 -1.8
H 0.1 0.1 0.0
H 0.0 0.0 -0.1
H 0.3 -0.3 0.2
H 0.1 0.1 0.0
H -0.1 0.0 0.0
N 0.2 -0.5 0.2
C 0.1 -0.2 0.3

Output
HOMO-LUMO gap = 8.19 eV
HOMO = -7.246 eV
ΔE to the lowest compared entry with this formula, charge and spin = 101.1 kcal/mol
DFT total energy = -8388.236 eV

These are the natural (NBO) partial charges, in e, on atoms 1 to 6:
1 H 0.21
2 C 0.27
3 H 0.05
4 C -0.66
5 C -0.65
6 H 0.39


# 5
C5H4N2 | the ωB97M-V functional and the def2-TZVPD basis

Atoms and positions in Å:
H (-2.26434, -2.12572, 2.35067)
H (2.06500, 1.99880, -1.07820)
N (0.07216, -0.42131, -1.21445)
C (1.32234, 1.24002, -0.84452)
C (-0.12797, -0.13284, 0.09168)
N (0.95849, 0.38948, -1.79883)
C (-1.66096, -1.53035, 1.70178)
H (0.38932, 1.59279, 1.20763)
C (-0.98106, -0.86769, 0.96111)
H (-0.40470, -1.13013, -1.74451)
C (0.62962, 0.98229, 0.36795)

Atomic forces in eV per Å
H 0.1 0.1 -0.1
H -0.3 -0.1 0.1
N 0.1 -0.4 0.0
C -0.3 0.1 0.0
C -0.3 0.3 0.0
N 0.1 0.0 0.3
C 0.2 0.2 -0.3
H 0.8 0.2 0.6
C -0.4 -0.4 0.1
H 0.2 -0.1 0.0
C -0.2 -0.1 -0.8

Output
HOMO-LUMO gap = 10.06 eV
HOMO = -9.088 eV
ΔE to the lowest compared entry with this formula, charge and spin = 46.2 kcal/mol
SMILES string = C#Cc1ccn[nH]1
DFT total energy = -8227.488 eV

These are the natural (NBO) partial charges, in e, on atoms 1 to 6:
1 H 0.24
2 H 0.22
3 N -0.31
4 C -0.06
5 C 0.04
6 N -0.24


# 6
C8H19PS | the ωB97M-V functional and the def2-TZVPD basis

Atoms and positions in Å:
H (-0.12258, 3.29332, 0.04996)
C (3.38485, 1.44114, 0.38595)
C (-3.26206, 0.07824, -0.04011)
C (-3.62773, 0.20836, 1.43543)
C (4.28152, -0.83348, -0.21878)
C (-1.78822, -0.31133, -0.20566)
H (-1.52585, -0.36353, -1.26578)
H (-3.42282, 1.04650, -0.52737)
H (2.54814, 1.98084, 0.82268)
C (-4.14630, -0.96243, -0.72356)
H (1.49319, -1.39512, -0.30082)
H (5.19229, -0.65911, 0.34920)
H (1.75388, 0.08581, -1.33988)
H (-5.18993, -0.66618, -0.66681)
H (4.44647, -0.51099, -1.24484)
H (2.97756, -0.39142, 1.43411)
P (-0.62048, 0.85634, 0.64683)
S (-0.82551, 2.44694, -0.69331)
H (4.28377, 1.66422, 0.95709)
C (3.09925, -0.05751, 0.39800)
H (-3.44791, -0.72960, 1.95840)
H (-4.03413, -1.92935, -0.23867)
C (1.88900, -0.39724, -0.38602)
H (-1.61127, -1.29601, 0.23815)
H (-3.02478, 0.98458, 1.90848)
H (4.07402, -1.90082, -0.22314)
H (3.52905, 1.79244, -0.63351)
H (-4.67543, 0.47458, 1.54528)
H (-3.87701, -1.07085, -1.77129)

Atomic forces in eV per Å
H 0.2 0.2 0.2
C -0.1 -0.2 0.2
C -0.1 -0.2 0.0
C 0.1 0.2 -0.2
C -0.2 0.1 0.2
C 0.2 0.4 0.0
H 0.0 -0.1 0.0
H 0.0 0.0 0.0
H -0.1 0.1 0.0
C 0.1 0.3 0.0
H -0.1 -0.2 0.0
H 0.1 0.0 0.1
H -0.1 0.1 -0.2
H -0.2 0.0 0.0
H 0.0 0.0 -0.1
H 0.0 0.0 0.0
P 1.1 -0.7 0.0
S -0.2 0.0 -0.4
H 0.1 0.1 0.0
C 0.3 0.1 -0.1
H 0.0 -0.1 0.1
H 0.0 -0.2 0.1
C -1.1 0.4 0.4
H 0.0 0.0 0.0
H -0.1 0.0 0.1
H 0.1 -0.1 0.0
H 0.0 0.1 -0.1
H -0.1 0.0 0.1
H 0.0 -0.1 -0.1

Output
HOMO-LUMO gap (spin up / spin down) = 7.61 / 7.71 eV
HOMO (spin up / spin down) = -7.675 / -7.160 eV
ΔE to the lowest compared entry with this formula, charge and spin = 22.5 kcal/mol
DFT total energy = -28726.397 eV

These are the natural (NBO) partial charges, in e, on atoms 1 to 6:
1 H 0.14
2 C -0.60
3 C -0.22
4 C -0.61
5 C -0.59
6 C -0.74